{
  "formula": "C4H7F",
  "method": "ωB97M-V/def2-TZVPD",
  "lumo_energy_ev": 1.215,
  "de_lowest_kcal_mol": 13.7,
  "homo_lumo_gap_ev": 10.87,
  "energy_ha": -256.4220,
  "charge": 0,
  "max_force_ev_per_a": 5.4,
  "spin_multiplicity": 1,
  "smiles": "C=CCCF",
  "homo_ev": -9.7,
  "species": ["C", "C", "C", "C", "F", "H", "H", "H", "H", "H", "H", "H"],
  "positions_angstrom": [[0.22452, -2.26237, -1.14870], [-0.18244, -0.95283, -0.98443], [0.42868, 0.02630, 0.01726], [-0.51840, 0.91078, 0.72698], [0.06837, 1.98027, 1.19955], [1.11035, -2.62307, -0.51600], [-0.18708, -2.89972, -1.89131], [-0.89466, -0.50596, -1.70178], [1.13367, -0.38411, 0.75916], [0.96942, 0.71288, -0.67032], [-1.35423, 1.18904, 0.00413], [-1.10696, 0.35720, 1.55358]],
  "forces_ev_per_a": [[0.98, 2.99, 1.93], [0.86, -2.32, 0.08], [1.03, -0.26, -1.44], [-4.68, -2.70, -0.62], [1.32, 2.34, 1.16], [-1.64, 0.31, -0.91], [-0.20, -0.39, -0.52], [0.16, -0.36, 0.58], [-0.13, -0.27, -0.64], [0.23, -0.18, 0.57], [0.93, 0.09, 0.66], [1.12, 0.75, -0.86]]
}